Below is a molecular structure, C8H16N4 in a non-equilibrium geometry, with properties calculated with the ωB97M-V functional and the def2-TZVPD basis.

2S+1: 1
Relative energy (zero: lowest compared OMol25 entry of this formula, charge and spin): 0.0 kcal/mol
Kohn-Sham gap: 9.4 eV
HOMO energy: -16.85 eV
Net charge: +2

Structure (XYZ):
```
28
Properties=species:S:1:pos:R:3:nbo_charge:R:1
N -2.011 1.079 0.187 -0.62
N 2.861 1.425 0.757 -0.73
N 1.971 -0.448 -0.186 -0.31
N -2.581 -1.336 0.622 -0.75
C 1.817 0.756 0.263 0.50
C -2.329 2.033 -0.927 -0.45
C -1.497 -1.886 -0.066 -0.25
C 3.197 -1.099 -0.379 -0.45
C -0.368 -0.868 -0.197 -0.12
C 0.909 -1.299 -0.273 0.11
C 0.523 1.319 0.385 -0.28
C -0.485 0.533 0.141 0.26
H -2.008 3.164 -0.906 0.25
H 3.501 -1.201 -1.470 0.27
H -1.894 -2.199 -1.076 0.25
H -3.356 2.124 -0.901 0.23
H -2.384 -1.267 1.600 0.40
H -3.339 -1.995 0.558 0.44
H -2.599 -0.106 0.195 0.46
H 3.852 1.245 0.506 0.44
H -1.132 -2.825 0.261 0.24
H 1.179 -2.354 -0.428 0.26
H -2.259 1.559 1.073 0.43
H 0.404 2.347 0.651 0.27
H 2.735 2.300 1.252 0.44
H -2.041 1.699 -1.951 0.24
H 4.110 -0.637 0.281 0.24
H 3.223 -2.066 0.029 0.25
```

Below is a single C3H4N2O molecule in a non-equilibrium geometry, with properties calculated with the ωB97M-V functional and the def2-TZVPD basis.

2S+1: 1
Relative energy (zero: lowest compared OMol25 entry of this formula, charge and spin): 48.4 kcal/mol
Kohn-Sham gap: 10.1 eV
HOMO energy: -9.54 eV
Net charge: 0
Structure (SMILES): O=C1CN=CN1

Structure (XYZ):
```
10
Properties=species:S:1:pos:R:3:nbo_charge:R:1
O 2.198 -0.011 -0.113 -0.56
N -1.302 -0.528 -0.228 -0.43
N 0.337 1.056 0.020 -0.67
C -0.006 -1.131 0.030 -0.36
C 1.044 -0.130 -0.050 0.63
C -1.108 0.724 0.030 0.23
H -2.027 1.443 -0.115 0.22
H 0.112 -2.015 -0.680 0.25
H -0.046 -1.452 1.275 0.25
H 0.799 2.046 -0.169 0.44
```

Below is 8 unconnected molecules or ions with the total composition C32H49F9O16 in a non-equilibrium geometry, with properties calculated with the ωB97M-V functional and the def2-TZVPD basis.

2S+1: 2
⟨S²⟩: 0.753
Kohn-Sham gap (spin up / spin down): 1.8 / 6.6 eV
HOMO energy (spin up / spin down): -0.04 / -4.88 eV
Net charge: -1

Structure (XYZ):
```
106
Properties=species:S:1:pos:R:3:mulliken_charge:R:1
F -4.757 0.842 1.782 -0.24
F -2.881 -0.302 2.034 -0.14
F 1.588 0.951 4.802 -0.31
F 5.361 3.269 -0.280 -0.28
F 0.114 -0.474 4.594 -0.26
F -2.865 1.753 2.259 -0.25
F 3.305 2.839 -0.989 -0.22
F -0.361 1.558 4.276 -0.25
F 4.974 1.478 -1.496 -0.24
O -4.711 -1.939 -0.502 -0.36
O 0.017 -5.404 2.405 -0.37
O 3.267 -2.289 -1.078 0.01
O 4.637 -1.310 -3.494 0.00
O -3.181 -0.397 -0.850 -0.62
O -0.446 -6.769 0.685 -0.67
O 5.790 4.194 -2.870 -0.78
O 1.728 -0.321 -8.486 -0.72
O -5.616 4.112 4.873 -0.62
O 1.932 -1.252 -6.571 -0.37
O 3.818 3.405 -3.516 -0.20
O 1.664 -0.571 2.323 -0.58
O -4.412 2.880 6.337 -0.33
O -2.908 0.433 4.808 -0.46
O 0.625 1.272 1.655 -0.36
O -5.179 0.171 4.278 -0.30
C 1.832 -0.223 -7.245 0.36
C -2.368 3.960 6.314 -0.17
C -0.041 -5.679 1.146 0.51
C -6.013 -2.314 -0.893 -0.40
C -6.277 -1.482 -2.086 -0.43
C -3.265 2.994 7.111 -0.37
C 0.723 0.096 -0.575 0.26
C 0.124 -3.304 1.355 1.14
C 0.229 -4.452 0.307 -0.26
C -3.623 0.658 2.493 0.86
C 1.261 1.181 0.306 -0.46
C 4.300 -2.452 -0.074 -0.97
C 4.633 2.789 -1.270 0.92
C 3.706 4.310 -4.622 -0.62
C -5.582 -0.237 5.597 0.11
C 4.829 3.498 -2.585 -0.22
C 3.409 -3.070 -2.195 -0.83
C 0.976 0.387 2.556 0.67
C -5.063 -1.628 5.914 -1.16
C 2.027 1.007 -6.386 -0.61
C 0.563 0.623 4.022 0.78
C -3.829 0.429 4.015 0.17
C -4.291 -0.868 -1.072 0.60
C 2.283 4.335 -5.377 -0.52
C -3.283 4.779 5.410 -0.44
C 4.567 -2.649 -3.145 -0.69
C -5.229 -0.393 -2.102 -0.39
C 0.348 -4.017 2.718 -0.40
C 2.375 0.451 -4.979 0.54
C 2.552 -1.038 -5.311 0.43
C 5.951 -0.866 -3.872 -0.97
C -4.582 3.946 5.508 0.48
H -1.855 4.629 7.005 0.38
H -6.103 -3.385 -1.073 0.28
H 1.407 -3.982 2.974 0.31
H 6.118 -1.318 -4.850 0.40
H 5.901 0.215 -4.000 0.19
H 1.533 0.582 -4.299 0.08
H -5.183 0.527 6.264 0.02
H -7.310 -1.139 -2.035 0.28
H 5.519 -2.832 -2.646 0.54
H -5.477 -2.064 6.824 0.41
H -3.389 5.822 5.707 0.29
H 3.618 -1.246 -5.406 -0.03
H 3.793 -2.641 0.872 0.19
H 2.487 -3.150 -2.771 0.42
H -3.449 3.364 8.120 0.36
H 1.183 -4.569 -0.208 -0.12
H -6.669 -0.319 5.580 0.35
H -5.309 -2.232 5.041 0.31
H 3.880 5.268 -4.132 0.43
H 4.997 -1.614 -0.108 0.24
H 1.135 0.100 -1.584 -0.08
H 2.317 5.230 -5.998 0.38
H 2.128 3.419 -5.947 -0.14
H 2.314 0.902 0.319 0.32
H 3.596 -4.104 -1.906 0.45
H -1.583 3.471 5.736 -0.10
H 4.606 4.065 -5.186 0.33
H -0.850 -2.836 1.219 0.01
H 1.527 4.362 -4.592 0.25
H -4.840 -0.349 -3.119 0.26
H 2.863 1.645 -6.673 0.29
H 0.867 -2.539 1.129 -0.84
H 1.118 1.609 -6.365 0.29
H 3.308 0.890 -4.626 -0.16
H -2.968 4.861 4.369 0.28
H 6.757 -1.112 -3.182 0.39
H -5.765 0.533 -1.896 0.28
H 1.028 -0.892 -0.232 -0.40
H 2.050 -1.674 -4.583 -0.23
H -0.365 0.095 -0.517 0.23
H 1.222 2.126 -0.237 0.51
H -6.671 -2.186 -0.034 0.23
H -2.731 2.064 7.304 0.27
H 4.949 -3.296 -0.306 0.46
H -6.143 -2.272 -2.825 0.25
H -0.311 -3.674 3.516 0.23
H -0.381 -4.380 -0.594 0.42
H -3.982 -1.657 6.045 0.28
H 4.370 -3.213 -4.056 0.25
```